Molecular formula: C43H40BBrMnN4O4
Method: DFT, ωB97M-V/def2-TZVPD

Kohn-Sham gap (spin up / spin down) (eV): 7.53 / 8.71
LUMO energy (spin up / spin down) (eV): -1.363 / -0.187
F_max (eV/A): 0.58
⟨S²⟩: 3.96
HOMO (spin up / spin down) (Eh): -0.3267 / -0.3269
Multiplicity: 4
ΔE to the lowest compared entry with this formula, charge and spin (kJ/mol): 24.9

CARTESIAN COORDINATES (ANGSTROEM)
Mn (0.5087, -1.0549, 1.2611)
B (-0.2721, -3.4018, 3.8758)
N (0.0756, -1.9025, 4.1461)
C (0.0712, -1.3620, 5.3648)
C (0.6063, -0.0861, 5.3000)
C (0.9209, 0.0802, 3.9605)
N (0.5999, -1.0211, 3.2763)
N (-0.3191, -3.7118, 2.3364)
C (-0.6991, -4.9039, 1.8808)
C (-0.3221, -5.0364, 0.5542)
C (0.2932, -3.8342, 0.2541)
N (0.3006, -3.0386, 1.3367)
H (0.5919, -4.0836, 4.3748)
H (-1.3623, -3.6413, 4.3275)
H (-0.2975, -1.9332, 6.1991)
H (0.7455, 0.6109, 6.1046)
H (1.3338, 0.9328, 3.4496)
H (-1.1916, -5.5925, 2.5453)
H (-0.4889, -5.8723, -0.0989)
H (0.6933, -3.4693, -0.6734)
C (-1.6305, 3.5668, -3.0603)
C (-1.7194, 2.0953, -2.7233)
C (-2.6343, 1.3088, -3.6435)
O (-2.1558, 1.9750, -1.3789)
C (-1.3858, 0.9886, -0.7160)
C (-0.0776, 0.9479, -1.4995)
O (-0.4090, 1.5270, -2.7545)
C (0.4985, -0.4721, -1.7361)
O (0.5914, -1.1514, -0.5090)
C (1.9256, -0.3883, -2.2972)
C (2.3686, 0.6846, -3.0661)
C (3.6760, 0.7284, -3.5335)
C (4.5604, -0.3003, -3.2507)
C (4.1242, -1.3789, -2.4948)
C (2.8222, -1.4178, -2.0237)
C (-0.4126, -1.2687, -2.6633)
C (-1.4367, -2.0550, -2.1453)
C (-2.3078, -2.7333, -2.9865)
C (-2.1584, -2.6452, -4.3623)
C (-1.1265, -1.8798, -4.8878)
C (-0.2627, -1.1998, -4.0442)
C (-1.2624, 1.3896, 0.7621)
O (-0.4238, 0.4610, 1.4162)
C (-0.7026, 2.7989, 0.9185)
C (-1.5111, 3.9072, 0.6733)
C (-1.0039, 5.1904, 0.7886)
C (0.3192, 5.3919, 1.1619)
C (1.1239, 4.2974, 1.4304)
C (0.6095, 3.0127, 1.3111)
C (-2.5997, 1.2830, 1.4972)
C (-2.5845, 1.4869, 2.8764)
C (-3.7381, 1.3510, 3.6245)
C (-4.9356, 1.0123, 3.0033)
C (-4.9599, 0.8116, 1.6351)
C (-3.7962, 0.9436, 0.8828)
H (-2.6190, 4.0240, -3.0199)
H (-1.2272, 3.6962, -4.0642)
H (-0.9798, 4.0636, -2.3428)
H (-3.6517, 1.6930, -3.5712)
H (-2.6273, 0.2560, -3.3651)
H (-2.2991, 1.3940, -4.6771)
H (-1.8848, 0.0129, -0.7634)
H (0.6918, 1.5606, -1.0113)
H (1.6990, 1.5024, -3.2948)
H (4.0012, 1.5780, -4.1202)
H (5.5791, -0.2610, -3.6125)
H (4.8029, -2.1876, -2.2572)
H (2.5066, -2.2535, -1.4162)
H (-1.5522, -2.1510, -1.0739)
H (-3.1007, -3.3355, -2.5628)
H (-2.8341, -3.1750, -5.0208)
H (-0.9924, -1.8094, -5.9590)
H (0.5347, -0.6049, -4.4681)
H (-2.5444, 3.7597, 0.3914)
H (-1.6471, 6.0380, 0.5921)
H (0.7119, 6.3956, 1.2548)
H (2.1512, 4.4400, 1.7394)
H (1.2275, 2.1593, 1.5481)
H (-1.6504, 1.7394, 3.3628)
H (-3.7068, 1.5060, 4.6950)
H (-5.8409, 0.9054, 3.5857)
H (-5.8862, 0.5496, 1.1405)
H (-3.8432, 0.7975, -0.1875)
Br (7.1094, -0.8218, 0.8315)
C (5.2314, -0.8838, 1.0419)
C (4.4771, 0.2312, 0.7216)
C (3.0930, 0.1721, 0.8483)
C (2.5108, -0.9968, 1.2999)
C (3.2536, -2.1146, 1.6303)
C (4.6378, -2.0493, 1.4973)
H (4.9524, 1.1277, 0.3479)
H (2.5044, 1.0221, 0.5368)
H (2.7917, -3.0212, 1.9921)
H (5.2471, -2.9063, 1.7501)

=====

Molecular formula: C43H41AsCrN3O2S5
Method: DFT, ωB97M-V/def2-TZVPD

Kohn-Sham gap (spin up / spin down) (eV): 7.35 / 7.11
LUMO energy (spin up / spin down) (eV): -0.015 / -0.285
F_max (eV/A): 1.06
⟨S²⟩: 3.78
HOMO (spin up / spin down) (Eh): -0.2706 / -0.2717
Multiplicity: 4

CARTESIAN COORDINATES (ANGSTROEM)
Cr (0.0762, 0.2072, -0.6080)
C (2.3667, 2.0545, -0.0425)
N (1.6143, 1.6553, -1.2574)
C (1.1281, 2.9003, -1.8850)
C (-0.0037, 2.7601, -2.8969)
C (-1.3309, 2.3099, -2.2886)
N (-1.3560, 0.9262, -1.8236)
C (-2.3634, 0.2149, -2.2136)
C (-2.7143, -1.1049, -1.8029)
C (-3.7750, -1.7681, -2.4537)
C (-4.1811, -3.0196, -2.0733)
C (-3.5515, -3.6483, -0.9879)
C (-2.5387, -3.0212, -0.3088)
C (-2.0808, -1.7396, -0.6946)
O (-1.1223, -1.1812, -0.0382)
C (2.6107, 0.9578, -2.1050)
C (2.1675, 0.3814, -3.4533)
C (0.9059, -0.5010, -3.4038)
N (0.7256, -1.0116, -2.0635)
C (0.9776, -2.2584, -1.8537)
C (1.1444, -2.8616, -0.5774)
C (1.2160, -4.2629, -0.4913)
C (1.5271, -4.8934, 0.6846)
C (1.8222, -4.1127, 1.8090)
C (1.7773, -2.7408, 1.7524)
C (1.4059, -2.0560, 0.5728)
O (1.3952, -0.7549, 0.5288)
H (3.2409, 2.6573, -0.3152)
H (2.6944, 1.1677, 0.4970)
H (1.7283, 2.6365, 0.6158)
H (1.9716, 3.4202, -2.3588)
H (0.7510, 3.5373, -1.0876)
H (0.2660, 2.1118, -3.7280)
H (-0.1728, 3.7585, -3.3074)
H (-2.1215, 2.4708, -3.0289)
H (-1.5472, 2.9560, -1.4329)
H (-3.0561, 0.6688, -2.9268)
H (-4.2743, -1.2706, -3.2779)
H (-4.9872, -3.5186, -2.5930)
H (-3.8730, -4.6354, -0.6809)
H (-2.0508, -3.4843, 0.5397)
H (2.9983, 0.1407, -1.4950)
H (3.4419, 1.6452, -2.3089)
H (3.0086, -0.2301, -3.7872)
H (2.0366, 1.1693, -4.1958)
H (1.0063, -1.3132, -4.1305)
H (0.0232, 0.0756, -3.6767)
H (1.1368, -2.9088, -2.7180)
H (1.0091, -4.8423, -1.3846)
H (1.5636, -5.9721, 0.7436)
H (2.0958, -4.5885, 2.7426)
H (2.0238, -2.1509, 2.6218)
C (0.5757, 5.0161, 5.1964)
C (-0.5830, 4.2716, 5.0325)
C (-0.5115, 2.9633, 4.5739)
C (0.7179, 2.3799, 4.2888)
C (1.8735, 3.1425, 4.4364)
C (1.8062, 4.4510, 4.8927)
As (0.8814, 0.5715, 3.5241)
C (1.9830, -0.1623, 4.9798)
C (3.3678, -0.1594, 5.0506)
C (4.0165, -0.8626, 6.0565)
C (3.2760, -1.5925, 6.9767)
C (1.8908, -1.6063, 6.9119)
C (1.2352, -0.8886, 5.9162)
C (-0.2164, -0.8525, 5.6900)
C (-1.1868, -1.3846, 6.5323)
C (-2.5263, -1.3085, 6.1819)
C (-2.9053, -0.7223, 4.9821)
C (-1.9414, -0.1840, 4.1407)
C (-0.6043, -0.2196, 4.5003)
H (0.5175, 6.0351, 5.5574)
H (-1.5477, 4.7067, 5.2614)
H (-1.4238, 2.3928, 4.4478)
H (2.8367, 2.7013, 4.1996)
H (2.7146, 5.0289, 5.0093)
H (3.9423, 0.3794, 4.3045)
H (5.0977, -0.8608, 6.1102)
H (3.7819, -2.1624, 7.7456)
H (1.3233, -2.1941, 7.6227)
H (-0.9013, -1.8517, 7.4669)
H (-3.2799, -1.7158, 6.8438)
H (-3.9488, -0.6936, 4.6956)
H (-2.2286, 0.2536, 3.1933)
C (-0.3461, 5.6789, 1.8268)
S (-0.9774, 5.0343, 0.2498)
C (-2.2657, 3.9651, 0.7805)
C (-2.1393, 2.6360, 1.0062)
S (-0.6547, 1.7551, 1.1533)
S (-3.6537, 1.8137, 1.3765)
C (-4.7098, 3.1969, 1.3113)
S (-6.3136, 3.1341, 1.6161)
S (-3.8740, 4.6584, 0.8940)
H (0.5298, 6.2745, 1.5781)
H (-0.0689, 4.8443, 2.4653)
H (-1.0999, 6.3008, 2.3029)

=====

Molecular formula: C43H41AsN2OS2W
Method: DFT, ωB97M-V/def2-TZVPD

Kohn-Sham gap (spin up / spin down) (eV): 6.32 / 6.55
LUMO energy (spin up / spin down) (eV): 0.087 / -0.379
F_max (eV/A): 1.12
⟨S²⟩: 2.02
HOMO (spin up / spin down) (Eh): -0.2289 / -0.2547
Multiplicity: 3
ΔE to the lowest compared entry with this formula, charge and spin (kJ/mol): 31.7

CARTESIAN COORDINATES (ANGSTROEM)
W (0.1455, -0.1602, -0.0122)
O (-0.1675, 1.6850, 0.9148)
N (-1.1188, 2.5687, 0.6887)
C (-1.0419, 3.6972, 1.4014)
C (-2.0079, 4.6561, 1.2704)
C (-3.0663, 4.4288, 0.3896)
C (-3.1180, 3.2637, -0.3190)
C (-2.1101, 2.2933, -0.1684)
S (-2.0477, 0.7959, -0.9688)
H (-0.1859, 3.7591, 2.0572)
H (-1.9315, 5.5653, 1.8513)
H (-3.8453, 5.1729, 0.2705)
H (-3.9263, 3.0503, -1.0071)
S (1.9715, 0.0819, 1.6782)
C (1.5876, -1.0190, 3.0057)
C (2.6238, -1.3880, 3.8756)
C (2.3896, -2.2392, 4.9442)
C (1.1161, -2.7546, 5.1718)
C (0.0859, -2.3999, 4.3174)
C (0.3135, -1.5349, 3.2494)
As (-1.0940, -1.0148, 2.0277)
C (-2.2639, -2.5436, 2.1198)
C (-3.2439, -2.6651, 3.0971)
C (-4.0058, -3.8250, 3.1673)
C (-3.7916, -4.8563, 2.2608)
C (-2.8187, -4.7281, 1.2768)
C (-2.0562, -3.5702, 1.2025)
C (-2.0628, 0.3140, 3.0479)
C (-3.2816, 0.7812, 2.5601)
C (-3.9405, 1.8179, 3.2128)
C (-3.3757, 2.3962, 4.3456)
C (-2.1574, 1.9326, 4.8259)
C (-1.4984, 0.8941, 4.1747)
H (3.6206, -1.0016, 3.6868)
H (3.2109, -2.5157, 5.5979)
H (0.9313, -3.4319, 5.9993)
H (-0.9043, -2.8041, 4.4801)
H (-3.4144, -1.8619, 3.8005)
H (-4.7700, -3.9216, 3.9303)
H (-4.3889, -5.7594, 2.3179)
H (-2.6601, -5.5252, 0.5590)
H (-1.3196, -3.4538, 0.4196)
H (-3.7162, 0.3362, 1.6757)
H (-4.8932, 2.1759, 2.8366)
H (-3.8878, 3.2065, 4.8543)
H (-1.7174, 2.3787, 5.7101)
H (-0.5456, 0.5359, 4.5433)
C (-0.6907, -1.6694, -1.2139)
C (-1.1749, -2.5267, -1.9212)
C (-1.7223, -3.5729, -2.7434)
C (-0.9877, -4.7318, -3.0049)
C (-1.5221, -5.7373, -3.7973)
C (-2.7929, -5.6019, -4.3408)
C (-3.5315, -4.4517, -4.0867)
C (-3.0036, -3.4429, -3.2938)
H (0.0059, -4.8309, -2.5850)
H (-0.9410, -6.6304, -3.9943)
H (-3.2062, -6.3881, -4.9601)
H (-4.5235, -4.3398, -4.5085)
H (-3.5724, -2.5432, -3.0894)
C (2.5654, -4.0503, 0.9529)
C (3.0438, -3.0423, -0.0664)
C (4.3106, -3.1237, -0.6360)
C (4.7277, -2.1430, -1.5237)
C (6.0971, -2.2182, -2.1612)
C (3.8934, -1.0699, -1.8438)
C (2.6006, -0.9471, -1.3081)
C (2.2309, -1.9995, -0.4406)
N (1.6522, 0.0787, -1.4351)
C (1.5845, 1.1237, -2.5204)
C (0.6224, 0.6166, -3.6003)
C (1.0410, 2.4220, -1.9038)
C (2.8850, 1.5146, -3.2332)
H (2.9069, -5.0578, 0.7032)
H (1.4744, -4.0634, 1.0224)
H (2.9506, -3.8026, 1.9466)
H (4.9661, -3.9550, -0.3844)
H (6.7113, -2.9871, -1.6889)
H (6.6241, -1.2640, -2.0795)
H (6.0198, -2.4587, -3.2254)
H (4.3126, -0.3235, -2.4862)
H (1.2388, -2.0347, 0.0097)
H (-0.3907, 0.5256, -3.2156)
H (0.9418, -0.3716, -3.9417)
H (0.6112, 1.2983, -4.4594)
H (-0.0333, 2.3608, -1.7326)
H (1.2154, 3.2620, -2.5831)
H (1.5416, 2.6324, -0.9602)
H (3.2591, 0.7241, -3.8812)
H (3.6653, 1.8262, -2.5336)
H (2.6489, 2.3663, -3.8740)

=====

Molecular formula: C43H41B2F3GeN9RbS
Method: DFT, ωB97M-V/def2-TZVPD

Kohn-Sham gap (spin up / spin down) (eV): 7.73 / 6.94
Charge: -1
LUMO energy (spin up / spin down) (eV): 2.009 / 1.215
F_max (eV/A): 0.65
⟨S²⟩: 0.76
HOMO (spin up / spin down) (Eh): -0.2104 / -0.2104
Multiplicity: 2
ΔE to the lowest compared entry with this formula, charge and spin (kJ/mol): 0.0

CARTESIAN COORDINATES (ANGSTROEM)
Rb (0.0087, 0.0866, 0.2521)
C (-4.0729, 2.3902, 1.1848)
C (-2.9268, 2.3892, 2.1445)
C (-2.2865, 3.4834, 2.7644)
C (-1.3271, 2.9029, 3.5561)
N (-1.4129, 1.5658, 3.4155)
N (-2.3926, 1.2415, 2.5329)
B (-0.5212, 0.5569, 4.1491)
N (-0.9027, -0.9039, 3.7958)
C (-1.1047, -1.9163, 4.6641)
C (-1.2912, -3.0723, 3.9420)
C (-1.1916, -2.6638, 2.6008)
C (-1.3238, -3.4825, 1.3563)
N (-0.9671, -1.3601, 2.5205)
N (0.9636, 0.8899, 3.7872)
C (2.1144, 0.8313, 4.4877)
C (3.1505, 1.1766, 3.6457)
C (2.5280, 1.4389, 2.4140)
C (3.1372, 1.8469, 1.1074)
N (1.2182, 1.2665, 2.5075)
N (-0.7718, 0.7329, 5.6705)
C (-1.9415, 1.1195, 6.2177)
C (-1.8723, 0.9046, 7.5758)
C (-0.5893, 0.3649, 7.7761)
C (0.0516, -0.0683, 9.0569)
N (0.0623, 0.2551, 6.6277)
H (-5.0199, 2.5861, 1.6932)
H (-4.1466, 1.4197, 0.6949)
H (-3.9440, 3.1464, 0.4091)
H (-2.4901, 4.5328, 2.6349)
H (-0.5839, 3.3365, 4.2067)
H (-1.0903, -1.7364, 5.7258)
H (-1.4809, -4.0621, 4.3216)
H (-1.1798, -4.5419, 1.5720)
H (-0.5803, -3.1972, 0.6088)
H (-2.3064, -3.3644, 0.8966)
H (2.0955, 0.5481, 5.5246)
H (4.1983, 1.2377, 3.8872)
H (4.1483, 2.2269, 1.2546)
H (2.5490, 2.6311, 0.6296)
H (3.2059, 1.0075, 0.4093)
H (-2.7293, 1.5140, 5.5976)
H (-2.6262, 1.1196, 8.3142)
H (-0.5017, 0.3124, 9.9159)
H (1.0750, 0.3011, 9.1224)
H (0.0865, -1.1560, 9.1424)
S (3.6842, -3.9604, 1.6513)
C (2.9992, -3.3274, 3.0922)
C (2.0999, -2.3233, 2.8567)
C (2.0666, -2.0963, 1.4721)
C (2.8319, -2.8409, 0.6529)
C (2.9392, -2.7485, -0.8133)
C (3.7355, -3.6215, -1.5438)
C (3.7966, -3.4623, -2.9182)
C (3.0702, -2.4454, -3.5105)
C (2.2961, -1.6252, -2.6986)
N (2.2219, -1.7709, -1.3785)
H (3.2749, -3.7488, 4.0465)
H (1.5222, -1.7968, 3.5993)
H (4.2937, -4.4080, -1.0532)
H (4.4082, -4.1270, -3.5158)
H (3.0896, -2.2786, -4.5786)
H (1.7164, -0.8133, -3.1160)
Ge (-1.9611, 2.1643, -2.7400)
C (-1.4399, 3.9681, -3.2977)
C (-2.2083, 5.0836, -2.9597)
C (-1.8242, 6.3641, -3.3321)
C (-0.6539, 6.5541, -4.0557)
C (0.1211, 5.4590, -4.4045)
C (-0.2717, 4.1786, -4.0284)
C (-3.7357, 1.8235, -3.5147)
C (-3.8537, 1.1629, -4.7389)
C (-5.0960, 0.8906, -5.2959)
C (-6.2560, 1.2686, -4.6339)
C (-6.1620, 1.9182, -3.4117)
C (-4.9143, 2.1892, -2.8632)
H (-2.2919, 2.3289, -1.2161)
H (-3.1246, 4.9580, -2.3923)
H (-2.4368, 7.2129, -3.0520)
H (-0.3479, 7.5530, -4.3430)
H (1.0374, 5.5947, -4.9664)
H (0.3461, 3.3319, -4.3076)
H (-2.9591, 0.8417, -5.2629)
H (-5.1566, 0.3726, -6.2457)
H (-7.2269, 1.0533, -5.0630)
H (-7.0589, 2.2095, -2.8777)
H (-4.8638, 2.6827, -1.8980)
F (-3.3677, -4.4721, -2.5084)
C (-2.7166, -3.2851, -2.6249)
C (-1.7258, -3.1652, -3.5778)
C (-1.0663, -1.9465, -3.6871)
C (-1.3605, -0.8592, -2.8598)
C (-2.3902, -1.0450, -1.9304)
C (-3.0778, -2.2448, -1.7978)
H (-1.4916, -4.0059, -4.2173)
H (-0.3080, -1.8303, -4.4528)
H (-2.6960, -0.2173, -1.2944)
H (-3.8759, -2.3751, -1.0796)
F (0.4874, 0.7378, -2.1371)
B (-0.5955, 0.5588, -3.0878)
F (-0.0112, 0.5913, -4.3806)